# 1
Density functional theory data (the ωB97M-V functional and the def2-TZVPD basis) for one molecule with the formula C4H7NS in a non-equilibrium geometry.

```
13
Properties=species:S:1:pos:R:3
C -2.381 0.003 -0.072
C 2.154 0.767 0.165
C -1.387 -0.122 0.781
C 1.274 0.044 0.837
N 0.586 -1.592 -1.088
S 0.362 -1.416 0.387
H -3.142 0.765 0.051
H -2.258 -0.473 -1.040
H 2.656 1.641 0.574
H 2.510 0.544 -0.836
H -1.264 0.444 1.607
H 0.936 0.252 1.831
H 0.987 -2.416 -1.485
```

**Energy above the lowest of the compared OMol25 structures with the same formula, charge and spin**: 469.2 kJ/mol
**Total energy**: -609.3798 hartree
**Max |F|**: 4.317 eV/Å
**Charge**: 0

***

# 2
Density functional theory data (the ωB97M-V functional and the def2-TZVPD basis) for one molecule with the formula C3H2N2O2 in a non-equilibrium geometry.

```
9
Properties=species:S:1:pos:R:3
O -2.604 0.051 -0.766
C -1.731 0.244 0.044
C -0.396 -0.525 -0.031
O -0.311 -1.633 -0.485
N 0.664 0.183 0.623
C 1.868 0.346 -0.079
N 2.038 -0.701 0.555
H -1.842 0.960 0.880
H 2.314 1.074 -0.739
```

**Energy above the lowest of the compared OMol25 structures with the same formula, charge and spin**: 368.3 kJ/mol
**Total energy**: -375.3712 hartree
**Max |F|**: 1.030 eV/Å
**Charge**: 0

***

# 3
Density functional theory data (the ωB97M-V functional and the def2-TZVPD basis) for a 2-piece molecular cluster, C3H7NO overall.

```
12
Properties=species:S:1:pos:R:3
C -1.571 1.052 0.906
C 0.093 -1.691 -0.215
N 0.951 -0.959 -0.917
C 1.842 -0.023 -0.304
O 1.877 0.218 0.865
H -2.647 0.901 0.791
H -1.196 1.635 0.058
H -1.374 1.597 1.831
H -0.459 -2.284 -0.972
H -1.060 0.084 0.945
H 1.047 -0.990 -1.934
H 2.497 0.460 -1.054
```

**Energy above the lowest of the compared OMol25 structures with the same formula, charge and spin**: 339.2 kJ/mol
**Total energy**: -248.3973 hartree
**Max |F|**: 0.650 eV/Å
**Charge**: 0

***

# 4
Density functional theory data (the ωB97M-V functional and the def2-TZVPD basis) for one molecule with the formula C5H11NO in a non-equilibrium geometry.

```
18
Properties=species:S:1:pos:R:3
C -0.164 1.030 -0.656
C -1.480 0.495 -0.479
C 2.103 -0.954 0.488
C -1.924 -0.816 -1.012
C 0.207 0.415 0.914
O 0.698 -0.912 0.696
N 0.730 1.247 1.809
H 1.319 1.940 1.350
H 0.455 0.542 -1.403
H -0.076 2.110 -0.674
H -2.234 1.146 -0.046
H -0.889 0.139 1.223
H 2.637 -0.568 1.360
H 2.407 -0.380 -0.397
H 2.352 -2.003 0.326
H -2.632 -1.308 -0.346
H -1.075 -1.475 -1.183
H -2.435 -0.646 -1.970
```

**Energy above the lowest of the compared OMol25 structures with the same formula, charge and spin**: 543.1 kJ/mol
**Total energy**: -326.9245 hartree
**Max |F|**: 1.702 eV/Å
**Charge**: 0

***

# 5
Density functional theory data (the ωB97M-V functional and the def2-TZVPD basis) for a 2-piece molecular cluster, C5H11NO2 overall in a non-equilibrium geometry.

```
19
Properties=species:S:1:pos:R:3
C 0.388 0.525 0.585
C -0.126 -0.522 -0.231
C 0.690 1.871 0.011
C -0.790 -1.710 0.412
N -1.967 0.223 -1.286
C 1.704 -0.653 0.022
O 0.119 0.442 1.924
O 2.502 -0.309 -0.809
H 0.491 1.209 2.379
H -0.150 -0.388 -1.319
H -2.366 -0.635 -1.677
H -1.730 0.775 -2.116
H 1.880 -1.439 0.775
H 1.200 1.772 -0.945
H 1.321 2.461 0.680
H -0.262 2.383 -0.154
H -1.745 -1.397 0.833
H -0.202 -2.112 1.238
H -0.956 -2.496 -0.323
```

**Energy above the lowest of the compared OMol25 structures with the same formula, charge and spin**: 546.6 kJ/mol
**Total energy**: -402.1700 hartree
**Max |F|**: 1.460 eV/Å
**Charge**: 0

***

# 6
Density functional theory data (the ωB97M-V functional and the def2-TZVPD basis) for one molecule with the formula C4H6N2O in a non-equilibrium geometry.

```
13
Properties=species:S:1:pos:R:3
C 2.513 0.573 -0.091
C 0.470 0.273 -0.160
C -0.126 -0.838 0.240
N -1.535 -0.753 0.290
C -2.097 0.382 -0.098
O -3.431 0.210 -0.063
N 1.200 1.182 -0.507
H 2.575 0.246 0.958
H 3.204 1.364 -0.309
H 2.722 -0.300 -0.732
H 0.395 -1.778 0.360
H -2.059 -1.602 0.452
H -3.829 1.041 -0.340
```

**Energy above the lowest of the compared OMol25 structures with the same formula, charge and spin**: 536.1 kJ/mol
**Total energy**: -340.5907 hartree
**Max |F|**: 1.065 eV/Å
**Charge**: 0

***

# 7
Density functional theory data (the ωB97M-V functional and the def2-TZVPD basis) for one molecule with the formula C7H11FSi in a non-equilibrium geometry.

```
20
Properties=species:S:1:pos:R:3
C 2.126 -1.213 -1.034
Si 0.703 -0.984 -0.072
C -0.033 -2.104 1.241
C -0.482 0.351 -0.751
C 0.150 1.419 -1.632
C -1.788 0.602 -0.479
C -2.703 -0.117 0.402
C -3.958 0.307 0.470
F -4.757 -0.060 1.521
H 2.660 -2.102 -0.944
H 2.570 -0.542 -1.722
H -0.643 -1.578 2.070
H -0.526 -3.005 0.939
H 0.809 -2.517 1.867
H -0.623 2.131 -1.835
H 0.720 1.106 -2.531
H 0.994 1.947 -1.145
H -2.311 1.359 -1.074
H -2.274 -0.775 1.289
H -4.545 0.951 -0.118
```

**Energy above the lowest of the compared OMol25 structures with the same formula, charge and spin**: 349.6 kJ/mol
**Total energy**: -662.5603 hartree
**Max |F|**: 2.895 eV/Å
**Charge**: 0

***

# 8
Density functional theory data (the ωB97M-V functional and the def2-TZVPD basis) for a 2-piece molecular cluster, C18H9F6N2O2S overall in a non-equilibrium geometry.

```
38
Properties=species:S:1:pos:R:3
F -3.647 1.359 1.668
C -2.593 1.987 1.073
F -3.108 2.842 0.114
F -2.001 2.759 2.043
C -1.609 0.970 0.526
C -0.617 1.428 -0.314
C 0.276 0.506 -0.836
C 0.301 -0.904 -0.604
C 1.168 -1.850 -1.365
C 0.977 -3.247 -1.499
N 1.103 -4.400 -1.761
C -0.588 -1.276 0.443
C -1.546 -0.363 0.912
H -0.646 2.452 -0.687
H 0.839 0.932 -1.654
H 1.613 -1.351 -2.239
H -0.679 -2.308 0.828
H -2.385 -0.763 1.480
F 8.639 -2.936 -1.689
C 7.642 -2.053 -2.048
F 7.897 -0.823 -1.524
F 7.607 -1.923 -3.393
S 6.004 -2.782 -1.348
N 4.764 -1.912 -2.206
C 4.543 -2.007 -3.614
O 4.975 -2.874 -4.344
C 3.660 -0.860 -3.943
C 3.398 -0.184 -2.751
C 2.700 1.003 -2.717
C 2.421 1.605 -3.947
C 2.666 0.931 -5.161
C 3.273 -0.346 -5.185
C 3.907 -0.978 -1.583
O 3.632 -0.924 -0.389
H 2.308 1.374 -1.758
H 2.176 2.669 -3.912
H 2.368 1.428 -6.086
H 3.493 -0.889 -6.113
```

**Energy above the lowest of the compared OMol25 structures with the same formula, charge and spin**: 63.2 kJ/mol
**Total energy**: -1948.7364 hartree
**Max |F|**: 3.182 eV/Å
**Charge**: -1

***

# 9
Density functional theory data (the ωB97M-V functional and the def2-TZVPD basis) for a 2-piece molecular cluster, C4H14N2O overall.

```
21
Properties=species:S:1:pos:R:3
C -2.200 1.229 0.221
N -3.216 1.880 -0.605
C -1.374 0.289 -0.628
N -0.260 -0.307 0.169
H -2.669 0.682 1.046
H -1.559 1.980 0.690
H -4.167 1.706 -0.309
H -3.080 2.882 -0.618
H -0.943 0.815 -1.477
H -1.931 -0.565 -1.010
H 0.397 -0.886 -0.446
H 0.378 0.385 0.571
H -0.537 -0.931 0.923
C 2.522 -1.102 -0.589
O 3.456 -1.560 -1.339
C 2.802 -1.198 0.934
H 1.505 -1.671 -0.753
H 2.236 0.003 -0.752
H 1.965 -0.875 1.586
H 3.627 -0.533 1.185
H 3.051 -2.224 1.202
```

**Energy above the lowest of the compared OMol25 structures with the same formula, charge and spin**: 435.0 kJ/mol
**Total energy**: -345.4105 hartree
**Max |F|**: 0.736 eV/Å
**Charge**: 0

***

# 10
Density functional theory data (the ωB97M-V functional and the def2-TZVPD basis) for C18H19BrCoN5O4 as an isolated structure.

```
48
Properties=species:S:1:pos:R:3
Co 0.425 -0.472 -0.612
C 4.133 1.070 -2.404
C 2.769 1.031 -1.755
O 2.452 -0.003 -1.131
C 1.954 2.194 -1.916
C 0.822 2.502 -1.181
C 0.222 3.872 -1.222
N 0.299 1.568 -0.365
N -0.534 1.983 0.563
C -0.799 0.966 1.443
O -0.240 -0.146 1.388
C -1.757 1.277 2.528
C -2.012 0.308 3.495
C -2.912 0.564 4.515
C -3.565 1.788 4.573
C -3.316 2.755 3.609
C -2.413 2.504 2.589
H 4.705 0.194 -2.112
H 4.671 1.975 -2.122
H 4.024 1.084 -3.491
H 2.364 2.972 -2.546
H 0.717 4.489 -1.969
H 0.308 4.344 -0.243
H -0.844 3.806 -1.445
H -1.498 -0.641 3.429
H -3.109 -0.192 5.264
H -4.271 1.986 5.369
H -3.829 3.707 3.651
H -2.213 3.248 1.831
N 0.230 -0.689 -2.825
N -1.128 -0.420 -3.106
C -2.061 -0.735 -2.061
O -3.218 -0.887 -2.406
O -1.562 -0.780 -0.885
H 0.807 0.010 -3.278
H 0.512 -1.609 -3.153
H -1.453 -0.750 -4.004
Br -1.322 -5.429 1.644
C 0.070 -4.529 0.753
C 1.208 -5.206 0.354
C 2.205 -4.497 -0.296
C 2.024 -3.144 -0.520
N 0.919 -2.503 -0.133
C -0.050 -3.175 0.491
H 1.313 -6.264 0.551
H 3.111 -4.987 -0.620
H 2.775 -2.533 -1.006
H -0.931 -2.608 0.766
```

**Spin multiplicity**: 5
**Total energy**: -5228.8819 hartree
**Max |F|**: 0.142 eV/Å
**Charge**: 0